Molecular formula: C24H19ClN13O2PdSSe
Method: DFT, ωB97M-V with the def2-TZVPD basis set

Properties
HOMO-LUMO gap = 5.06 eV
HOMO energy = -11.57 eV

```
! wB97M-V def2-TZVPD RIJCOSX def2/J DEFGRID3
* xyz 1 1
Pd 0.19 0.12 0.37
N 3.25 0.78 1.86
C 3.14 0.85 0.50
N 4.07 1.23 -0.36
N 3.47 1.19 -1.56
N 2.25 0.81 -1.46
N 2.02 0.57 -0.15
C 2.15 0.60 2.65
N 2.11 0.65 3.95
N 0.82 0.41 4.29
N 0.09 0.22 3.26
N 0.92 0.29 2.19
H 4.13 1.00 2.30
Cl -1.58 -6.39 2.46
C -1.96 -4.79 1.93
C -2.97 -4.60 1.00
C -3.25 -3.33 0.55
C -2.50 -2.24 1.00
C -1.52 -2.44 1.96
C -1.24 -3.71 2.43
C -2.78 -0.91 0.38
O -3.87 -0.63 -0.08
O -1.77 -0.07 0.18
H -3.54 -5.46 0.64
H -4.04 -3.16 -0.17
H -0.98 -1.60 2.38
H -0.48 -3.87 3.18
C -3.44 2.79 -0.09
N -2.41 2.58 -1.10
C -1.10 2.43 -0.88
Se -0.24 2.47 0.80
N -0.49 2.10 -2.03
C -1.43 1.99 -3.02
C -1.33 1.65 -4.37
C -2.50 1.64 -5.09
C -3.74 1.95 -4.49
C -3.85 2.28 -3.16
C -2.66 2.30 -2.43
H -3.03 3.36 0.74
H -3.80 1.82 0.25
H -4.25 3.35 -0.54
H 0.51 1.87 -2.11
H -0.37 1.42 -4.83
H -2.47 1.39 -6.14
H -4.63 1.92 -5.10
H -4.80 2.51 -2.71
N -1.09 -1.57 -2.30
C -0.27 -2.31 -1.51
N 0.46 -1.82 -0.53
C 1.23 -2.82 0.08
C 2.12 -2.66 1.14
C 2.78 -3.78 1.63
C 2.56 -5.04 1.09
C 1.69 -5.21 0.02
C 1.04 -4.09 -0.47
S -0.10 -4.01 -1.77
H -1.48 -0.73 -1.91
H -1.68 -2.06 -2.94
H 2.31 -1.69 1.57
H 3.47 -3.66 2.45
H 3.08 -5.90 1.49
H 1.52 -6.18 -0.41
*
```

natural (NBO) atomic charge list, values in e, 4 entries: number 1, Pd, carries 1.204; number 2, N, carries -0.579; number 3, C, carries 0.461; number 4, N, carries -0.305

=====

Molecular formula: C6H10OS
Method: DFT, ωB97M-V with the def2-TZVPD basis set

Properties
HOMO-LUMO gap = 9.61 eV
HOMO energy = -8.83 eV

```
! wB97M-V def2-TZVPD RIJCOSX def2/J DEFGRID3
* xyz 0 1
C 1.20 0.02 -1.49
C 1.21 -0.25 -0.18
C -0.05 0.53 -2.08
C -0.11 -0.06 0.52
C -0.22 1.23 1.30
C -0.48 -1.22 1.50
O -1.67 -1.41 -1.18
S -1.37 0.00 -0.91
H 2.02 -0.08 -2.16
H 1.97 -0.83 0.36
H 0.01 1.61 -2.00
H -0.20 0.39 -3.12
H -0.41 2.06 0.48
H 0.67 1.43 1.86
H -1.02 1.15 1.99
H 0.37 -2.02 1.44
H -1.47 -1.78 1.17
H -0.46 -0.78 2.48
*
```

natural (NBO) atomic charge list, values in e, 4 entries: number 1, C, carries -0.177; number 2, C, carries -0.203; number 3, C, carries -0.655; number 4, C, carries -0.242

=====

Molecular formula: C38H63BN11PS4V
Method: DFT, ωB97M-V with the def2-TZVPD basis set

Properties
HOMO-LUMO gap (alpha / beta) = 4.59 / 4.58 eV
HOMO energy (alpha / beta) = -14.38 / -14.38 eV

```
! wB97M-V def2-TZVPD RIJCOSX def2/J DEFGRID3
* xyz 3 1
V -0.50 0.25 0.22
C -4.23 3.52 -1.55
C -2.76 3.72 -1.50
C -2.14 4.73 -2.20
C -0.74 4.88 -2.18
N 0.00 4.05 -1.48
N -0.57 3.09 -0.78
B 0.30 2.18 0.07
N 0.18 2.55 1.56
N 0.07 3.85 1.80
C 0.04 4.30 3.03
C 0.04 3.40 4.12
C 0.15 2.05 3.90
C 0.19 1.05 4.99
C 0.25 1.63 2.54
S 0.47 -0.03 2.16
C 0.02 5.79 3.27
C 0.12 6.56 1.96
C 1.22 6.13 4.17
C -1.29 6.14 3.99
N 1.76 2.18 -0.38
N 2.47 3.26 -0.18
C 3.72 3.30 -0.56
C 4.34 2.15 -1.09
C 3.60 1.02 -1.34
C 4.15 -0.23 -1.92
C 2.22 1.09 -1.00
S 1.08 -0.15 -1.35
C 4.47 4.60 -0.45
C 3.55 5.73 0.02
C 5.01 4.93 -1.85
C 5.62 4.44 0.55
C -1.89 2.86 -0.77
S -2.44 1.47 0.10
C -0.04 5.99 -2.92
C 1.32 5.49 -3.45
C -0.89 6.51 -4.08
C 0.19 7.11 -1.90
H -4.75 4.46 -1.36
H -4.56 2.78 -0.84
H -4.51 3.21 -2.56
H -2.75 5.40 -2.79
H -0.04 3.76 5.13
H 0.00 1.52 5.95
H 1.16 0.56 5.02
H -0.56 0.27 4.83
H 1.01 6.28 1.42
H 0.16 7.63 2.17
H -0.75 6.37 1.33
H 2.15 5.84 3.69
H 1.16 5.65 5.14
H 1.25 7.20 4.33
H -2.15 5.88 3.38
H -1.33 7.21 4.18
H -1.38 5.64 4.95
H 5.39 2.15 -1.32
H 5.22 -0.15 -2.07
H 3.68 -0.43 -2.88
H 3.93 -1.07 -1.26
H 2.67 5.80 -0.61
H 4.08 6.67 0.00
H 3.22 5.54 1.04
H 4.21 4.89 -2.59
H 5.79 4.23 -2.15
H 5.43 5.93 -1.86
H 5.24 4.25 1.55
H 6.20 5.36 0.58
H 6.29 3.63 0.27
H 1.18 4.77 -4.25
H 1.88 5.03 -2.65
H 1.88 6.33 -3.84
H -1.20 5.71 -4.74
H -0.30 7.21 -4.67
H -1.76 7.05 -3.73
H 0.76 6.75 -1.05
H -0.75 7.52 -1.54
H 0.74 7.92 -2.38
C -4.55 -2.20 -2.02
N -3.44 -1.94 -2.92
C -2.76 -3.19 -3.24
N -2.27 -3.82 -2.02
C -3.38 -4.06 -1.11
N -4.06 -2.81 -0.80
C -3.30 -1.92 0.03
P -1.74 -1.37 -0.87
C -2.58 -0.90 -2.49
C -1.19 -3.08 -1.42
H -5.25 -2.88 -2.50
H -5.06 -1.26 -1.78
H -1.93 -2.99 -3.91
H -3.46 -3.86 -3.73
H -3.00 -4.51 -0.19
H -4.09 -4.74 -1.58
H -3.00 -2.43 0.96
H -3.90 -1.04 0.28
H -1.80 -0.71 -3.24
H -3.15 0.02 -2.32
H -0.82 -3.62 -0.53
H -0.37 -2.96 -2.13
C 2.56 -4.43 2.65
N 2.55 -5.17 1.40
C 3.19 -6.47 1.52
C 2.19 -4.61 0.26
S 1.94 -2.90 0.25
N 1.99 -5.29 -0.88
C 2.09 -4.65 -2.17
C 1.60 -6.69 -0.97
H 2.28 -5.11 3.45
H 1.84 -3.61 2.62
H 3.55 -4.02 2.85
H 4.01 -6.39 2.24
H 3.61 -6.79 0.57
H 2.50 -7.22 1.89
H 2.27 -3.58 -2.05
H 1.18 -4.81 -2.75
H 2.93 -5.08 -2.72
H 1.28 -7.07 0.00
H 2.42 -7.30 -1.36
H 0.76 -6.76 -1.66
*
```

Mulliken atomic charge list, values in e, 4 entries: number 1, V, carries -1.652; number 2, C, carries -2.053; number 3, C, carries 0.092; number 4, C, carries -0.367

=====

In the order shown, the computed energy above the lowest of the compared OMol25 structures with the same formula, charge and spin values come out to 42.0, 211.4, 22.8 kJ/mol.